Record 1
Here is a structure of composition C23H35F3O31S5 in a non-equilibrium geometry from OMol25. Energies are from wB97M-V/def2-TZVPD.

For the HOMO energy, the calculation gives -10.21 eV. As for the orbital gap: 0.385 Ha.

Cartesian coordinates (Å):
C -3.43835 2.17481 4.00708
C -4.17762 0.86563 3.98517
O -3.23343 -0.12137 4.22184
C -1.99277 0.41622 4.42683
O -1.07101 -0.29263 4.71681
O -2.04381 1.77468 4.29250
F -4.71907 0.54602 2.77563
H -3.76396 2.78745 4.86156
H -3.39650 2.71205 3.09343
H -4.90529 0.82726 4.79374
C 4.13778 2.39934 -0.27158
C 3.37587 3.00155 0.91281
O 2.02941 2.92147 0.43053
C 2.14699 3.19530 -0.91859
O 1.21943 3.52045 -1.57550
O 3.35761 2.80605 -1.34473
F 3.56419 4.30772 1.18795
H 4.05727 1.26479 -0.16338
H 5.16463 2.64829 -0.43060
H 3.31187 2.43018 1.85885
C -2.05527 0.94140 -0.02899
C -0.74257 1.48914 0.45348
O 0.20263 0.79364 -0.30553
C -0.39564 -0.36126 -0.87549
O 0.23990 -1.21202 -1.41122
O -1.73641 -0.27132 -0.70399
F -0.45769 1.21698 1.78708
H -2.53183 1.64520 -0.67804
H -2.59446 0.68378 0.88292
H -0.58261 2.55615 0.25398
O 1.04968 -3.03086 2.65098
C 1.85141 -3.82327 2.23465
O 2.31196 -3.60153 0.99081
C 3.24863 -4.62814 0.62363
C 3.60732 -5.33921 1.93622
C 2.42881 -5.08829 2.83632
H 4.07114 -4.17876 0.09205
H 2.68460 -5.26457 -0.08664
H 4.52775 -4.97837 2.36550
H 3.84937 -6.42138 1.82024
H 2.64814 -4.96165 3.94552
H 1.49615 -5.79543 2.75174
C -2.02126 -3.57271 0.35789
C -1.84004 -3.30957 1.82804
O -2.50778 -4.44555 2.41848
S -2.13575 -5.77517 1.65922
O -3.27041 -6.59335 1.50164
O -0.91906 -6.34793 2.12984
O -1.81441 -5.02357 0.26099
H -1.32208 -2.97131 -0.24992
H -3.04072 -3.40560 0.00473
H -2.48700 -2.52785 2.20467
H -0.80672 -3.23358 2.12670
C 1.85936 -0.15622 3.91528
C 2.00997 0.02889 2.42123
O 3.41307 0.21490 2.15701
S 4.19610 -0.37282 3.35745
O 5.47162 0.22575 3.37246
O 3.96573 -1.76990 3.30504
O 3.21268 0.14912 4.47374
H 1.69905 -1.18680 4.22092
H 1.15657 0.43300 4.38825
H 1.51378 0.89641 2.02500
H 1.75374 -0.90508 1.91868
C -1.66932 5.37160 -1.35791
C -2.57021 4.48573 -2.30797
O -3.65226 4.06904 -1.43556
S -3.34719 4.42903 0.15988
O -3.38454 3.22407 0.96948
O -4.03711 5.60919 0.57670
O -1.80618 4.71971 -0.06622
H -2.05932 6.37140 -1.31023
H -0.62226 5.33538 -1.62393
H -2.01877 3.53596 -2.54832
H -3.12980 5.01099 -3.06888
C -2.07624 -1.14411 -5.05083
C -3.14388 -1.13160 -3.96696
O -3.57175 0.24850 -3.94138
S -2.40408 1.19950 -4.25688
O -1.50548 1.30007 -3.13199
O -2.88597 2.36109 -4.85410
O -1.70404 0.21224 -5.31170
H -2.47642 -1.51188 -6.02428
H -1.16936 -1.68972 -4.74796
H -2.72207 -1.42807 -2.98760
H -3.96225 -1.70197 -4.28357
C 2.76351 1.59864 -5.54136
C 1.94145 1.90780 -4.31590
O 2.33207 0.90752 -3.37123
S 2.17801 -0.46713 -4.25870
O 0.82488 -0.80093 -4.53914
O 3.13473 -1.37525 -3.74425
O 2.79521 0.13091 -5.59494
H 3.83761 1.86872 -5.47825
H 2.29725 1.81710 -6.49072
H 0.85458 1.78651 -4.42880
H 2.12852 2.84336 -3.85939

Record 2
Here is a cluster of 8 separate species, C30H30B3N3O26 in total in a non-equilibrium geometry from OMol25. Energies are from wB97M-V/def2-TZVPD.

The value obtained for the relative energy (zero: lowest compared OMol25 entry of this formula, charge and spin) is 561.18 kJ/mol. For the HOMO energy, the calculation gives -5.85 eV. As for the orbital gap: 0.239 Ha. The total charge is -2.

Cartesian coordinates (Å):
N -0.01066 0.36567 -0.95504
H 0.45579 1.23906 -0.75573
H 0.59517 -0.33756 -1.35321
H -0.87525 0.56827 -1.43620
H -0.30898 0.02404 -0.05261
O -12.48222 -0.49196 -2.12946
C -11.37394 -0.58863 -2.66392
O -10.20433 -0.68740 -2.07434
B -9.13548 -0.91776 -3.05614
O -9.79541 -0.85798 -4.36151
C -11.11066 -0.66748 -4.19924
O -11.95336 -0.49321 -5.08876
O -8.02375 0.10537 -2.95291
C -6.90097 -0.52055 -2.82685
O -5.79205 -0.02567 -2.78065
C -7.21089 -1.94472 -2.54237
O -8.47895 -2.18467 -2.75657
O -6.34759 -2.76471 -2.22673
O 11.12590 -3.38222 3.49084
C 10.27029 -2.55697 3.58505
O 9.65975 -1.94463 2.62293
B 8.89090 -0.81529 3.18763
O 9.07590 -0.86981 4.61931
C 9.86459 -1.84859 4.87254
O 10.29391 -2.17547 6.00722
O 7.46099 -1.02546 2.86445
C 7.02674 -0.05054 2.06908
O 5.87152 0.07399 1.60780
C 8.18536 0.90112 1.84143
O 9.25015 0.47431 2.51788
O 8.23243 1.92131 1.16194
O 3.91560 -6.84208 -2.62326
C 4.36921 -6.77919 -1.48728
O 5.23831 -7.58046 -1.04858
B 5.54851 -7.20732 0.33874
O 4.76714 -5.98527 0.63157
C 4.05455 -5.74757 -0.39248
O 3.33393 -4.74980 -0.52238
O 5.27273 -8.22142 1.34838
C 6.40970 -8.68428 1.82482
O 6.54033 -9.68468 2.56364
C 7.51974 -7.98689 1.11181
O 7.03459 -7.03618 0.47281
O 8.72318 -8.23902 1.21089
C 1.37633 1.79965 -7.13795
C 2.41482 0.68639 -7.15289
C 1.53820 -0.54591 -6.68610
O 0.53263 0.00731 -5.89720
C 0.14397 1.19985 -6.53963
H 1.20050 2.03661 -8.18725
H 1.70462 2.68276 -6.58982
H 3.20829 0.78079 -6.41152
H 2.90283 0.49773 -8.10910
H 2.04973 -1.36227 -6.17622
H 1.06155 -0.97469 -7.56762
H -0.45392 1.89465 -5.94982
H -0.55128 0.92840 -7.33401
C -7.18685 3.49517 3.54371
C -6.95785 3.00004 2.16119
C -5.67493 3.65257 1.68369
O -5.10035 4.17741 2.87859
C -5.78367 3.62888 4.05292
H -7.65040 2.68896 4.11226
H -7.81056 4.38901 3.55658
H -7.84501 3.23716 1.57397
H -6.92490 1.91336 2.23961
H -5.88172 4.50255 1.03342
H -4.91755 2.97894 1.28281
H -5.63611 4.39432 4.81477
H -5.29753 2.71936 4.40584
N 1.62914 5.52251 -0.35946
C 0.95411 6.47323 0.29412
C 1.42571 7.75111 0.52216
C 2.60813 8.14183 -0.06532
C 3.35043 7.25469 -0.80389
C 2.84183 5.95299 -0.91453
H -0.05796 6.21192 0.56583
H 0.84903 8.48926 1.05971
H 2.87794 9.18592 -0.00627
H 4.29329 7.44821 -1.29374
H 3.39203 5.19139 -1.44710
N -1.75351 -1.18370 3.58777
C -3.05997 -1.62591 3.68806
C -3.69605 -1.91085 4.89394
C -3.03039 -1.61239 6.02402
C -1.73164 -1.17164 6.00618
C -1.07317 -1.02865 4.73326
H -3.62835 -1.84842 2.79708
H -4.74285 -2.16109 4.80455
H -3.55867 -1.75147 6.95567
H -1.23681 -0.94551 6.93913
H -0.09554 -0.57018 4.75406

Record 3
Here is a cluster of 9 separate species, C5H26NO9S in total in a non-equilibrium geometry from OMol25. Energies are from wB97M-V/def2-TZVPD.

The value obtained for the relative energy (zero: lowest compared OMol25 entry of this formula, charge and spin) is 309.75 kJ/mol. For the HOMO energy, the calculation gives -4.66 eV. As for the orbital gap: 0.272 Ha. The total charge is -1.

Cartesian coordinates (Å):
C 1.41759 2.15865 -0.65051
N 0.84616 0.84877 -0.99986
C 1.71906 0.00685 -1.87078
C 0.90978 -0.35906 -3.10993
S 1.05962 -2.18899 -2.92141
C 1.93576 -1.40195 -1.12374
O 1.22258 -1.65064 -0.09175
C 2.02045 2.20140 0.74201
H 0.57979 2.86478 -0.66475
H 2.08083 2.45863 -1.46062
H 0.53997 0.33341 -0.18876
H 2.62314 0.58436 -2.05692
H -0.13316 -0.07644 -3.14370
H 1.47679 -0.12260 -4.01069
H 2.94656 -1.78629 -1.25693
H 2.24709 1.20350 1.12412
H 2.87309 2.81143 1.04979
H 1.26517 2.46311 1.49830
H -0.51179 -1.31799 -0.27967
H -1.45672 -0.20840 -0.92859
O -1.42937 -1.01837 -0.41636
H 3.03837 -1.35141 1.01755
H 3.36685 -0.66813 2.36599
O 3.75992 -0.99708 1.55404
H -1.39353 -1.19279 3.13414
H -2.53416 -0.96046 2.21553
O -2.17521 -0.68962 3.07787
H -1.16709 1.90966 -2.81933
H -2.44049 2.60626 -2.60250
O -1.82530 2.41615 -3.31881
H -4.19674 -1.23999 -1.14571
H -4.43755 -1.27239 0.32613
O -4.21893 -0.65596 -0.38355
H 1.34659 -1.48983 1.81785
H 0.20291 -0.57369 2.01012
O 0.97027 -0.90150 2.49512
H -1.56449 1.01361 3.27470
H -2.02601 2.02274 2.22672
O -1.29810 1.84463 2.82831
H -2.39386 -1.95660 0.33928
H -2.39684 -3.25051 1.23059
O -2.84899 -2.41724 1.11666

Record 4
Here is a structure of composition C22H32MgN2O3P2 in a non-equilibrium geometry from OMol25. Energies are from wB97M-V/def2-TZVPD.

For the HOMO energy (spin up / spin down), the calculation gives -5.66 / -5.66 eV. As for the orbital gap (spin up / spin down): 0.201 / 0.201 Ha.

Cartesian coordinates (Å):
Mg 0.81042 0.28760 0.64823
H -3.55266 -0.69151 1.46364
H -4.09290 -0.24774 1.12363
P 0.02534 -2.16206 -0.51375
P -0.06894 2.55522 -0.83660
C 1.30727 3.74880 -0.47660
H 1.15237 4.65790 -1.09007
H 1.39758 3.99811 0.59805
H 2.24183 3.25020 -0.77276
C -0.44052 3.12785 -2.54681
H -1.42326 2.79798 -2.90722
H -0.44107 4.22400 -2.60845
H 0.27339 2.75038 -3.29066
C -1.36811 3.54949 0.00598
H -1.09878 3.68641 1.06124
H -1.48727 4.52950 -0.48288
H -2.32624 3.01843 -0.06050
C -0.17146 -2.96358 -2.18392
H -0.19954 -4.06140 -2.08552
H -1.10149 -2.64232 -2.67045
H 0.65670 -2.68165 -2.84590
C 1.32452 -3.32585 0.09020
H 1.40788 -3.27593 1.18519
H 1.05860 -4.35886 -0.18880
H 2.29341 -3.08474 -0.36621
C -1.34540 -3.15118 0.25492
H -2.33369 -2.80687 -0.07823
H -1.26694 -4.21632 -0.01512
H -1.30794 -3.08780 1.35038
C 3.07137 0.11170 0.85324
O 4.17184 0.14201 1.26170
H 0.54414 -0.24104 -1.06923
O 1.18004 3.29418 2.72926
C 0.89592 2.23332 3.24753
N 0.64200 1.94344 4.59988
C 0.49514 0.51227 4.82321
C 0.49667 0.01307 3.40583
O 0.39762 -1.19082 3.03378
N 0.70560 1.03120 2.57224
C 1.72191 0.04654 5.62234
C 2.64458 -0.82589 5.05421
C 3.86444 -1.04340 5.72228
C 4.08411 -0.37406 6.93937
C 3.17515 0.53362 7.50492
C 1.97180 0.73734 6.82713
C -0.81067 0.19308 5.50340
C -0.87747 -0.68511 6.60062
C -2.12871 -0.91495 7.17115
C -3.28459 -0.35959 6.63728
C -3.19215 0.47561 5.51534
C -1.95140 0.75541 4.93530
H 0.89689 2.65748 5.28329
H 2.41256 -1.34454 4.11634
H 4.59997 -1.75451 5.31366
H 5.01982 -0.49901 7.49034
H 3.34874 1.02540 8.47951
H 1.21727 1.40757 7.26034
H 0.00177 -1.16830 7.05447
H -2.17731 -1.53691 8.06085
H -4.25435 -0.54623 7.12129
H -4.08131 0.92790 5.09324
H -1.90203 1.42807 4.06390

Record 5
Here is a structure of composition C30H28N3S3W in a non-equilibrium geometry from OMol25. Energies are from wB97M-V/def2-TZVPD.

For the HOMO energy, the calculation gives -10.10 eV. As for the orbital gap: 0.255 Ha. The total charge is +1.

Cartesian coordinates (Å):
W 11.01509 9.54628 8.74503
C 12.30947 6.45428 8.94820
N 11.85757 7.36939 7.83822
C 12.91752 7.75021 6.93041
C 14.00766 8.73552 7.52582
N 13.40304 9.58635 8.59904
C 13.99125 9.17347 9.95396
C 13.46916 11.07021 8.38239
C 14.27535 11.97046 9.15122
C 14.45343 13.27713 8.75934
C 13.88891 13.75999 7.58778
C 13.14216 12.85397 6.75308
C 12.82986 11.60313 7.25947
S 11.60633 10.55214 6.46445
C 10.57431 6.96211 7.22311
C 10.41471 6.40412 5.94663
C 9.20081 5.79866 5.62660
C 8.12068 5.76684 6.47753
C 8.25736 6.37704 7.73496
C 9.43161 7.03239 8.11411
S 9.27705 8.00375 9.54424
H 11.86414 5.48322 8.80554
H 11.91444 6.78353 9.91579
H 13.40796 6.47144 9.02434
H 12.58782 8.11139 5.95803
H 13.49905 6.82594 6.61549
H 14.37797 9.43170 6.77424
H 14.88797 8.20200 7.85251
H 15.02645 8.90453 9.72369
H 13.44534 8.35331 10.41886
H 13.88182 10.00777 10.66702
H 14.79078 11.68182 10.06111
H 15.10234 13.91727 9.40526
H 14.03703 14.80333 7.35974
H 12.74813 13.11344 5.80378
H 11.27832 6.28755 5.25491
H 9.09958 5.39540 4.59720
H 7.18896 5.21293 6.24165
H 7.43608 6.35848 8.56003
C 11.20054 10.29127 10.38554
C 10.84126 11.09582 11.50810
C 10.85160 12.51021 11.56394
C 10.11471 13.13213 12.59204
C 9.47856 12.39158 13.55509
C 9.62647 11.02373 13.62258
C 10.33283 10.36943 12.62647
H 11.50356 13.05243 10.89394
H 9.93376 14.19696 12.47124
H 8.79247 12.91242 14.26339
H 9.13784 10.44249 14.42341
H 10.45150 9.27930 12.61512
S 10.11405 13.16547 7.52043
C 10.13366 11.47446 6.92817
N 9.50483 10.64730 7.99197
C 8.60211 11.46599 8.74921
C 7.37625 11.01022 9.38762
C 6.43257 11.92623 9.78512
C 6.69407 13.37456 9.57602
C 7.86629 13.81544 8.99805
C 8.73781 12.84439 8.50982
H 9.50404 11.31815 5.95750
H 7.26801 9.91874 9.66066
H 5.43163 11.61011 10.13071
H 5.84932 14.00353 9.75632
H 8.19150 14.85659 8.93298

Record 6
Here is a structure of composition C17H47B2BrNO5PTa in a non-equilibrium geometry from OMol25. Energies are from wB97M-V/def2-TZVPD.

For the HOMO energy, the calculation gives -3.64 eV. As for the orbital gap: 0.228 Ha. The total charge is -1.

Cartesian coordinates (Å):
C -5.27674 0.16112 3.02755
C -5.20647 -1.33553 3.42835
B -4.61528 -2.31425 2.29318
O -5.43051 -3.44428 1.95146
Ta -2.51268 -2.00635 1.23768
C -0.49846 -1.83861 0.11943
C 0.45616 -0.69958 0.59325
C 1.00450 -0.86196 2.03455
Br 0.07909 0.25082 3.39345
O -1.61844 -2.99730 2.92840
B -1.36071 -4.30667 2.50703
O -2.35036 -5.33696 2.44599
O -0.04836 -4.69213 2.07533
P -3.83380 -1.07960 -0.83684
N -2.71934 -0.20471 -1.92193
O -4.95414 0.07856 -0.28878
H -4.36095 0.53286 2.56569
H -6.11288 0.33669 2.33988
H -5.49639 0.77485 3.91599
H -4.67305 -1.45220 4.38765
H -6.24515 -1.66422 3.63510
H -5.59990 -3.95857 2.73673
H -2.39389 -0.33668 2.01211
H -2.77258 -3.70355 0.46445
H 0.08538 -2.77326 0.16551
H -0.68872 -1.65376 -0.95399
H 0.04970 0.30958 0.46941
H 1.34624 -0.74175 -0.06194
H 2.03304 -0.47782 2.02767
H 1.05945 -1.89689 2.37707
H -2.26519 -5.66469 1.55962
H -0.18442 -4.99247 1.18247
H -3.31296 0.30194 -2.56995
H -2.19444 -0.87920 -2.46322
H -5.75942 -0.03349 -0.77711
C 0.07612 -0.14881 -4.25387
C -0.85696 0.84401 -4.94151
C -1.41850 0.32754 -6.26618
C -0.37380 0.04590 -7.34821
C 0.50717 1.23716 -7.72282
C -0.27450 2.40728 -8.30930
H 0.96159 -0.35910 -4.85746
H 0.41531 0.25405 -3.29839
H -0.43844 -1.09229 -4.05732
H -0.33754 1.79504 -5.09194
H -1.69326 1.05617 -4.27105
H -2.14942 1.04904 -6.64432
H -1.97846 -0.59437 -6.07867
H -0.89180 -0.30861 -8.24592
H 0.26819 -0.77988 -7.02810
H 1.24232 0.90328 -8.46139
H 1.08017 1.57571 -6.85551
H -0.82200 2.10080 -9.20364
H 0.40389 3.21481 -8.59233
H -0.98951 2.81476 -7.59288
C 4.73701 -0.30014 4.43682
C 4.31775 0.99182 5.12938
C 3.52862 1.93423 4.22185
C 4.28950 2.44283 2.99578
C 5.59359 3.18052 3.29995
C 5.39325 4.45093 4.11855
H 5.40794 -0.10946 3.59684
H 5.26294 -0.95400 5.13583
H 3.86452 -0.84069 4.06359
H 5.20178 1.49774 5.53121
H 3.69248 0.73949 5.99026
H 3.18148 2.78604 4.81482
H 2.62606 1.42107 3.87984
H 3.62831 3.10837 2.43159
H 4.50764 1.60330 2.32876
H 6.06800 3.44833 2.35076
H 6.29610 2.51860 3.81456
H 4.72722 5.14567 3.60213
H 6.34823 4.95720 4.27660
H 4.96868 4.23569 5.10044

Record 7
Here is the ion C5H8Cl3N2O with charge +1 in a non-equilibrium geometry from OMol25. Energies are from wB97M-V/def2-TZVPD.

For the HOMO energy, the calculation gives -14.61 eV. As for the SMILES: CN(C)/C=[NH+]/C(=O)C(Cl)(Cl)Cl. As for the orbital gap: 0.374 Ha. The total charge is +1.

Cartesian coordinates (Å):
C -2.50569 -0.93981 -0.45045
N -1.42432 -0.09118 0.03346
C -1.89554 1.02089 0.84333
C -0.19936 -0.39093 -0.34121
N 0.95735 0.14618 -0.06695
C 2.05036 -0.50953 -0.43130
O 2.01435 -1.54655 -0.97901
C 3.38924 0.34701 -0.22823
Cl 3.49786 0.18059 1.66080
Cl 3.16995 2.07882 -0.66966
Cl 4.68351 -0.49596 -0.93156
H -3.18921 -1.11169 0.45341
H -3.21184 -0.27352 -0.97284
H -2.19723 -1.90956 -0.82932
H -1.30949 1.81497 0.95697
H -2.84075 1.29018 0.45363
H -2.09180 0.73882 1.85901
H -0.03497 -1.33153 -0.80190
H 1.13758 0.98279 0.44182